Record 1
Molecular formula: C6H12O
Method: DFT, wB97M-V/def2-TZVPD

Geometry (Å):
1 C 2.34996 0.23636 -0.29232
2 C 1.13610 -0.24782 0.48628
3 O 1.55323 -0.36194 1.83630
4 C -0.04161 0.73014 0.38886
5 C -0.76226 0.74631 -1.00406
6 C -2.03511 0.56046 -0.27766
7 C -2.38581 -0.89226 -0.16852
8 H 2.12863 0.30048 -1.36279
9 H 3.18754 -0.45287 -0.14180
10 H 2.65285 1.22860 0.06477
11 H 0.82682 -1.23813 0.10261
12 H 0.79776 -0.66113 2.35792
13 H 0.26650 1.74105 0.66900
14 H -0.41202 -0.08801 -1.64247
15 H -0.62633 1.70691 -1.51749
16 H -0.77075 0.44374 1.17073
17 H -1.60776 -1.63482 -0.43926
18 H -3.17414 -0.93787 -0.94013
19 H -2.86932 -1.16538 0.78106

Properties
ΔE to the lowest compared entry with this formula, charge and spin: 3.9076 eV
2S+1: 1
gap between HOMO and LUMO: 9.11 eV
HOMO level: -8.26 eV

Löwdin population analysis, charges in e, atoms 1 to 2: atom 1 (C): -0.04, atom 2 (C): -0.45

Record 2
Molecular formula: C3H8O
Method: DFT, wB97M-V/def2-TZVPD

Geometry (Å):
1 C 1.17861 -0.73920 -0.98003
2 C 0.33791 0.46434 -0.59350
3 O 0.45048 0.70758 0.79696
4 C -0.78243 0.79604 1.46115
5 H 0.78923 -1.64994 -0.51419
6 H 1.17605 -0.87265 -2.06661
7 H 2.21074 -0.60198 -0.64837
8 H -0.71130 0.28778 -0.87003
9 H 0.67328 1.36009 -1.13633
10 H -1.41975 1.59280 1.04834
11 H -1.34265 -0.15065 1.41015
12 H -0.57211 1.01915 2.51073

Properties
ΔE to the lowest compared entry with this formula, charge and spin: 0.6263 eV
2S+1: 1
gap between HOMO and LUMO: 10.85 eV
HOMO level: -9.69 eV

Löwdin population analysis, charges in e, atoms 1 to 2: atom 1 (C): -0.08, atom 2 (C): -0.30

| no. | strongest force on any atom (eV/A) |
| --- | --- |
| 1 | 0.474 |
| 2 | 0.325 |